Entry 1:
C48H57Cl5N6O3V as an isolated structure at a distorted geometry, computed with wB97M-V/def2-TZVPD.

```
! wB97M-V def2-TZVPD RIJCOSX def2/J DEFGRID3
* xyz 1 3
V 0.4389 -0.1528 0.8341
Cl -5.3274 1.5437 4.6740
C -4.1712 1.1829 3.4597
C -2.8209 1.1033 3.7859
Cl -2.2631 1.3396 5.3918
C -1.9152 0.8196 2.7816
Cl -0.2169 0.6271 3.0812
C -2.2698 0.6198 1.4524
O -1.3453 0.3763 0.5488
C -3.6332 0.6719 1.1491
Cl -4.0982 0.3992 -0.4856
C -4.5699 0.9592 2.1369
Cl -6.2316 1.0396 1.7265
N 3.9015 1.1380 2.4755
C 3.8846 0.1700 1.4971
C 5.1641 -0.3537 1.2077
C 5.3148 -1.4053 0.3514
C 4.1711 -1.9235 -0.2526
C 2.9727 -1.3357 0.0419
N 2.7749 -0.3069 0.9098
C 3.0562 2.1782 2.8538
C 3.4966 2.9971 3.9033
C 2.6998 4.0483 4.2853
C 1.4887 4.2501 3.6269
C 1.1447 3.3745 2.6233
N 1.9150 2.3495 2.2226
H 4.7991 1.1957 2.9264
H 6.0277 0.0961 1.6795
H 6.2968 -1.8073 0.1405
H 4.2056 -2.7550 -0.9422
H 2.0922 -1.7186 -0.4437
H 4.4396 2.7996 4.3971
H 3.0071 4.6982 5.0939
H 0.8291 5.0630 3.8946
H 0.2020 3.4654 2.1046
C -2.1711 4.5174 1.1198
C -1.7395 3.6377 -0.0419
O -0.3728 3.2290 0.0460
C 0.5302 4.2608 -0.3676
C 1.8420 3.6447 -0.8334
H -3.2311 4.7576 1.0219
H -1.6174 5.4574 1.1424
H -2.0311 4.0042 2.0751
H -1.9051 4.1401 -0.9950
H -2.3276 2.7199 -0.0437
H 0.6969 4.9661 0.4526
H 0.0661 4.8086 -1.1908
H 2.6895 4.2723 -0.5552
H 1.8537 3.5142 -1.9154
H 1.9841 2.6720 -0.3628
C 1.3189 -5.4302 -2.5268
C 0.5138 -4.2389 -2.0794
C -0.4926 -3.7190 -2.8866
C -1.2679 -2.6514 -2.4558
C -2.3244 -2.0623 -3.3509
C -1.0433 -2.1130 -1.1934
C -0.0420 -2.6080 -0.3612
C 0.7406 -3.6668 -0.8351
N 0.2141 -1.9892 0.9088
C 0.1464 -2.8329 2.1523
C 1.2590 -2.4183 3.1295
C 1.0878 -3.1285 4.4768
C -0.3006 -2.8344 5.0580
C -1.3846 -3.3539 4.1073
C -1.2106 -4.8561 3.8909
C 0.1679 -5.1032 3.2782
C 1.2454 -4.6346 4.2587
C 0.3210 -4.3503 1.9447
C -1.2577 -2.6455 2.7593
H 1.5587 -5.3754 -3.5887
H 0.7496 -6.3485 -2.3691
H 2.2489 -5.5187 -1.9653
H -0.6709 -4.1529 -3.8651
H -2.9064 -2.8398 -3.8463
H -1.8596 -1.4583 -4.1329
H -3.0069 -1.4228 -2.7912
H -1.6881 -1.3204 -0.8431
H 1.5701 -4.0370 -0.2498
H 1.2890 -1.3412 3.2844
H 2.2214 -2.6967 2.6845
H 1.8569 -2.7687 5.1651
H -0.4248 -1.7586 5.2220
H -0.3986 -3.3223 6.0315
H -2.3726 -3.1454 4.5255
H -1.9968 -5.2365 3.2326
H -1.2934 -5.3901 4.8414
H 0.2937 -6.1691 3.0737
H 2.2412 -4.8519 3.8601
H 1.1479 -5.1693 5.2071
H -0.4081 -4.7251 1.2237
H 1.3206 -4.5675 1.5639
H -1.4832 -1.5902 2.8794
H -1.9870 -3.0469 2.0472
C -2.1537 4.5992 -6.1316
C -2.8371 3.5396 -5.2797
N -1.9076 2.5077 -4.8125
C -1.9604 1.2013 -5.4590
C -1.4588 1.2128 -6.8951
C -1.1887 2.7807 -3.7019
O -1.2995 3.8285 -3.0802
C -0.1410 1.7877 -3.2712
C 0.9898 1.6016 -4.0496
C 1.9852 0.7645 -3.5821
C 1.8151 0.1514 -2.3553
N 0.7407 0.3335 -1.5781
C -0.2153 1.1521 -2.0392
H -2.8870 5.3225 -6.4892
H -1.6583 4.1586 -6.9969
H -1.4115 5.1339 -5.5392
H -3.6292 3.0367 -5.8356
H -3.2819 4.0097 -4.4037
H -2.9984 0.8566 -5.4355
H -1.3821 0.4995 -4.8640
H -2.0788 1.8477 -7.5281
H -1.4893 0.2027 -7.3047
H -0.4312 1.5751 -6.9510
H 1.0880 2.1123 -5.0001
H 2.8823 0.5786 -4.1557
H 2.5730 -0.5288 -2.0034
H -1.0840 1.2752 -1.4083
*
```

- E_LUMO (alpha / beta): -2.64 / -2.31 eV
- HOMO (alpha / beta): -0.380 / -0.385 Ha
- <S²>: 2.06
- Energy relative to the best compared isomer or geometry (same formula, charge and spin): 0.0 kJ/mol
- Gap between HOMO and LUMO (alpha / beta): 7.71 / 8.15 eV

***

Entry 2:
The molecule F3H3SSi2 at a distorted geometry, computed with wB97M-V/def2-TZVPD.

```
! wB97M-V def2-TZVPD RIJCOSX def2/J DEFGRID3
* xyz 0 1
F 3.5959 0.8200 -1.2378
F 3.8807 -1.3958 0.0490
F 3.6714 0.8463 1.1222
Si 0.7068 -0.1752 0.0464
Si 3.0125 -0.0682 -0.0172
S 0.0685 1.8758 0.0000
H 0.6332 -0.9905 -1.2343
H -0.2611 -0.6732 0.9661
H 1.1730 2.2772 0.7060
*
```

- E_LUMO: -0.06 eV
- HOMO: -0.375 Ha
- Energy relative to the best compared isomer or geometry (same formula, charge and spin): 50.2 kJ/mol
- Gap between HOMO and LUMO: 10.15 eV

***

Entry 3:
The molecule C6H15Cl2NSi at a distorted geometry, computed with wB97M-V/def2-TZVPD.

```
! wB97M-V def2-TZVPD RIJCOSX def2/J DEFGRID3
* xyz 0 1
C -1.9128 0.7760 -0.5793
C 0.2683 2.0517 -0.3414
C 0.0762 0.2464 -2.0080
C -0.7306 -2.1301 0.3040
C 2.2070 -0.9942 0.6233
C -0.3303 0.7120 -0.6484
N 0.2842 -0.0230 2.4235
Si 0.2366 -0.5274 0.7464
Cl -1.2857 0.8661 2.8535
Cl 0.8415 -0.9618 3.7259
H -2.3843 -0.0582 -0.2520
H -2.1223 1.4491 0.1413
H -2.4787 1.1694 -1.5135
H -0.1526 2.9054 -0.9578
H 1.3464 1.9895 -0.4560
H 0.2395 2.3071 0.7468
H 1.1625 0.4788 -2.2506
H -0.1632 -0.7227 -2.0727
H -0.5457 0.8731 -2.7049
H -1.1205 -2.6420 1.2166
H -1.3949 -1.8642 -0.5241
H 0.1584 -2.6786 -0.1661
H 2.6065 -0.6457 -0.3932
H 2.7803 -0.4242 1.4224
H 2.4141 -2.1525 0.6641
*
```

- E_LUMO: -0.29 eV
- HOMO: -0.343 Ha
- Energy relative to the best compared isomer or geometry (same formula, charge and spin): 408.7 kJ/mol
- Gap between HOMO and LUMO: 9.04 eV